ORCA calculation (ωB97M-V with the def2-TZVPD basis set) on a cluster of 4 separate species, H7O4 in total.

Properties
Net charge: -1
E in hartree: -305.19522
Relative energy (zero: lowest compared OMol25 entry of this formula, charge and spin) in eV: 0.414
LUMO energy in eV: 4.279
Orbital gap in eV: 8.62

Cartesian coordinates (Å):
O 0.3842 0.7588 0.6035
H 0.8611 1.5159 0.9492
O -0.0227 -2.2171 -0.6161
H -0.9268 -2.5305 -0.6274
H 0.0168 -1.4146 -0.0587
O -1.8093 0.5470 1.9115
H -2.3228 1.0220 1.2505
H -0.8779 0.7541 1.4926
O 1.6782 0.8694 -1.7552
H 1.0565 0.6569 -1.0163
H 1.9627 0.0380 -2.1335

These are the natural (NBO) partial charges, in e, on atoms 1 to 8:
1 O -1.278
2 H 0.428
3 O -0.982
4 H 0.457
5 H 0.521
6 O -1.044
7 H 0.435
8 H 0.509

---

ORCA calculation (ωB97M-V with the def2-TZVPD basis set) on a structure of composition C26H36NO2PdSSiTe.

Properties
Net charge: -1
E in hartree: -2301.27269
Relative energy (zero: lowest compared OMol25 entry of this formula, charge and spin) in eV: 0.067
LUMO energy in eV: 2.236
Orbital gap in eV: 6.81

Cartesian coordinates (Å):
Pd -0.2174 -0.8564 -0.9400
C -4.4003 -2.4457 -1.1858
C -3.3711 -1.5290 -0.5501
O -2.2171 -1.9699 -0.5005
C -3.7956 -0.2430 -0.0200
C -5.1712 -0.0566 0.2347
C -5.6765 1.0690 0.8336
C -4.7805 2.0919 1.1914
C -3.4443 1.9760 0.9360
C -2.8712 0.8230 0.2938
O -1.6326 0.8291 0.0342
H -3.8605 -3.1984 -1.7542
H -5.0701 -1.9031 -1.8499
H -4.9953 -2.9397 -0.4139
H -5.8583 -0.8494 -0.0309
H -6.7365 1.1663 1.0275
H -5.1550 2.9907 1.6709
H -2.7529 2.7702 1.1919
C 1.7368 1.4602 0.2693
Si 1.5711 0.4261 -1.3146
C 3.1736 -0.6000 -1.6262
C 4.3277 0.3017 -2.0852
C 2.9140 -1.6766 -2.6853
C 3.6147 -1.2898 -0.3338
C 1.2305 1.7136 -2.7164
C 1.4219 1.1696 -4.1348
C -0.2151 2.2135 -2.5717
C 2.1441 2.9410 -2.5455
H 2.5416 2.1993 0.2278
H 1.9142 0.8285 1.1357
H 0.7862 1.9755 0.4265
H 4.1377 0.7320 -3.0682
H 5.2531 -0.2837 -2.1563
H 4.5105 1.1222 -1.3854
H 2.6797 -1.2460 -3.6589
H 2.0712 -2.3102 -2.4035
H 3.8050 -2.3080 -2.7988
H 3.8161 -0.5724 0.4665
H 4.5370 -1.8559 -0.5134
H 2.8592 -1.9963 0.0159
H 0.8123 0.2850 -4.3116
H 2.4650 0.9223 -4.3411
H 1.1222 1.9380 -4.8580
H -0.9432 1.4123 -2.6886
H -0.4096 2.9679 -3.3439
H -0.3911 2.6701 -1.5953
H 3.1953 2.7158 -2.7389
H 2.0656 3.3768 -1.5488
H 1.8369 3.7136 -3.2608
C 1.7526 -1.5611 2.7670
Te 0.1923 -2.0624 1.3636
C -0.9636 -0.7870 2.6358
C -0.3024 -0.8418 3.9805
C -0.9809 -0.5164 5.1500
C -0.3377 -0.5687 6.3777
C 0.9945 -0.9487 6.4459
C 1.6783 -1.2736 5.2832
C 1.0404 -1.2227 4.0496
H 2.3207 -0.7111 2.3964
H 2.4367 -2.3993 2.8894
H -2.0024 -1.1113 2.6536
H -0.9223 0.2050 2.1853
H -2.0226 -0.2230 5.0935
H -0.8793 -0.3193 7.2816
H 1.4985 -0.9994 7.4029
H 2.7180 -1.5769 5.3329
S -2.7733 -1.3141 -4.6631
C -1.4853 -1.2417 -3.6716
N -0.5400 -1.1978 -2.9795

These are the natural (NBO) partial charges, in e, on atoms 1 to 8:
1 Pd 0.377
2 C -0.713
3 C 0.607
4 O -0.684
5 C -0.293
6 C -0.141
7 C -0.334
8 C -0.177

---

ORCA calculation (ωB97M-V with the def2-TZVPD basis set) on a structure of composition C16H33F3N5O9Y at a distorted geometry.

Properties
Net charge: +2
E in hartree: -1917.86539
LUMO energy in eV: -7.907
Orbital gap in eV: 6.19

Cartesian coordinates (Å):
Y 6.5086 26.3627 -8.6950
N 6.9213 24.2535 -11.5034
O 6.7478 25.3720 -10.9047
O 6.5785 23.1990 -10.9292
O 7.4239 24.2691 -12.6187
C 14.1602 24.9437 -13.4845
C 12.7932 24.7979 -12.8404
O 12.5332 23.9914 -11.9636
N 11.8528 25.6491 -13.3216
C 10.4703 25.4859 -12.9501
H 14.5766 25.9414 -13.3514
H 14.0268 24.9144 -14.5746
H 14.8162 24.1106 -13.2631
H 12.0210 26.1148 -14.1962
H 9.8392 26.1037 -13.5904
H 10.2481 25.8091 -11.9297
H 10.0914 24.4733 -13.0916
C 10.3693 28.4739 -9.7214
C 9.0698 28.2072 -10.4387
O 8.1299 27.5580 -9.9166
N 8.9565 28.6594 -11.6693
C 7.7924 28.3599 -12.5008
H 10.7428 29.4752 -9.9412
H 11.0899 27.7342 -10.0612
H 10.2107 28.4854 -8.6456
H 9.6190 29.3327 -12.0201
H 7.5738 27.2957 -12.4220
H 7.9684 28.6418 -13.5337
H 6.9247 28.9247 -12.1526
C 2.1119 25.5626 -9.4561
C 3.4513 25.0056 -9.7619
O 4.5217 25.4590 -9.2433
N 3.5496 23.8805 -10.4378
C 2.4793 22.9380 -10.7987
H 1.5143 25.5657 -10.3673
H 2.1406 26.5431 -8.9935
H 1.6312 24.8827 -8.7466
H 4.4940 23.5506 -10.6343
H 1.6067 23.1400 -10.1860
H 2.8655 21.9440 -10.5878
H 2.2404 22.9993 -11.8583
C 10.8686 24.7357 -8.6984
C 9.4793 24.2989 -9.0360
O 8.4586 24.9970 -8.7331
N 9.3112 23.1574 -9.6637
C 10.4205 22.2223 -9.9903
H 11.3796 24.1220 -7.9550
H 10.8268 25.6955 -8.1854
H 11.4667 24.8143 -9.6080
H 8.4215 22.9158 -10.0879
H 10.9871 22.6961 -10.7957
H 10.0042 21.2643 -10.2745
H 11.1056 22.1120 -9.1540
C 6.4316 19.7432 -11.1992
C 6.9006 18.3862 -10.6772
O 8.1087 18.0047 -11.3374
C 8.0412 17.4442 -12.5165
O 7.0838 17.3643 -13.2196
C 9.3088 16.6217 -12.8840
F 8.9843 15.3486 -12.9911
F 9.7760 17.0027 -14.0736
F 10.2621 16.7876 -11.9878
H 7.0561 20.5412 -10.7971
H 5.4352 19.9568 -10.7911
H 6.2907 19.8127 -12.2739
H 6.0681 17.6895 -10.7738
H 7.1616 18.4396 -9.6245

These are the Mulliken partial charges, in e, on atoms 1 to 8:
1 Y 2.140
2 N 1.051
3 O -0.417
4 O -0.873
5 O -0.589
6 C -1.277
7 C 0.619
8 O -0.590

---

ORCA calculation (ωB97M-V with the def2-TZVPD basis set) on a cluster of 8 separate species, C12H28BBr8N3O8 in total at a distorted geometry.

Properties
Net charge: +2
E in hartree: -21856.80477
Relative energy (zero: lowest compared OMol25 entry of this formula, charge and spin) in eV: 2.559
LUMO energy in eV: -6.929
Orbital gap in eV: 5.75

Cartesian coordinates (Å):
N 3.1337 3.6687 -2.3553
H 3.8420 4.3640 -2.1679
H 3.4603 2.7655 -2.0428
H 2.7819 3.7832 -3.2950
H 2.3265 3.8262 -1.7690
N 1.8870 -3.0289 -2.0131
H 2.2372 -3.0579 -1.0662
H 2.4763 -2.2983 -2.3861
H 0.9070 -2.7850 -2.0193
H 2.0649 -3.9294 -2.4345
N -1.2925 3.3437 -4.8728
H -1.7991 3.1899 -4.0127
H -0.3201 3.2310 -4.6243
H -1.4007 4.2079 -5.3842
H -1.5393 2.5525 -5.4502
O -2.1854 -2.0947 1.9769
C -1.5526 -1.4587 1.2465
O -1.6935 -0.1879 0.8746
B -0.6534 0.2161 -0.0309
O 0.1207 -0.9873 -0.3317
C -0.3734 -2.0550 0.4157
O -0.0091 -3.2003 0.3389
O -1.2813 0.6460 -1.2791
C -1.1176 1.8842 -1.5038
O -1.7824 2.5282 -2.3408
C -0.1028 2.4254 -0.4965
O 0.1374 1.3947 0.3683
O 0.3072 3.5593 -0.3836
Br -3.2087 1.8761 5.0750
C -3.4067 1.3215 3.1968
C -4.7152 1.8425 2.6330
Br -6.3442 1.0542 3.4189
H -3.4206 0.2316 3.1959
H -2.5353 1.8087 2.7594
H -4.7145 1.6774 1.5556
H -4.8982 2.9164 2.6684
Br 1.7693 6.5596 -2.3191
C 0.6581 6.8638 -0.6567
C 1.3993 7.7994 0.2347
Br 3.1569 7.0783 0.8128
H 0.4796 5.9130 -0.1546
H -0.2950 7.3523 -0.8593
H 0.9000 8.0154 1.1793
H 1.5480 8.8017 -0.1671
Br 1.7147 -3.5130 5.2889
C 1.7152 -3.5304 3.2905
C 1.5521 -4.9548 2.9077
Br 3.1125 -5.9874 3.2812
H 2.6259 -3.0320 2.9583
H 0.8841 -2.9131 2.9495
H 1.4405 -4.8859 1.8256
H 0.6969 -5.3936 3.4218
Br -1.7664 -7.5227 1.1719
C -0.4076 -7.0464 -0.2157
C 0.7633 -7.9252 -0.1329
Br 2.1497 -6.9964 -1.2821
H -0.2383 -5.9726 -0.1355
H -0.9132 -6.9547 -1.1769
H 0.4840 -8.9038 -0.5233
H 1.2351 -8.0831 0.8370

These are the natural (NBO) partial charges, in e, on atoms 1 to 8:
1 N -0.862
2 H 0.474
3 H 0.446
4 H 0.447
5 H 0.473
6 N -0.846
7 H 0.464
8 H 0.434

---

ORCA calculation (ωB97M-V with the def2-TZVPD basis set) on a structure of composition C28H66F2N3O29P4PtS2 at a distorted geometry.

Properties
E in hartree: -5933.26672
LUMO energy (spin up / spin down) in eV: -2.410 / -5.225
2S+1: 4
Orbital gap (spin up / spin down) in eV: 7.71 / 4.31

Cartesian coordinates (Å):
Pt 14.1434 27.3038 -29.7569
N 13.5800 26.1003 -28.2270
S 13.7249 25.8312 -26.7037
O 14.3148 24.5840 -26.2238
O 12.7743 26.5194 -25.8286
F 14.9581 26.7923 -26.4413
S 12.3129 25.0102 -28.3240
O 11.0490 25.4209 -27.6860
O 12.6267 23.6331 -28.5569
F 11.9505 25.5007 -29.8593
N 11.6562 28.0946 -31.8873
O 12.6567 28.0888 -31.1769
O 11.3501 27.0689 -32.5676
O 10.8906 29.0135 -31.8980
N 14.2024 24.6877 -31.8160
O 14.4896 25.8128 -31.3864
O 13.3415 24.6484 -32.6725
O 14.7869 23.6928 -31.5666
C 16.3141 21.6311 -26.0383
C 17.5286 21.5735 -25.1690
O 17.2832 22.4197 -24.0351
P 18.1599 22.3574 -22.7716
O 18.1543 21.1641 -21.8718
O 19.6188 22.6438 -23.4104
C 20.7218 22.6524 -22.5436
C 21.4614 21.3569 -22.8367
O 17.7266 23.6856 -21.9133
C 16.5973 23.6968 -20.9303
C 15.2439 23.5364 -21.5692
H 16.0097 22.6426 -26.3072
H 16.4093 20.9816 -26.9085
H 15.5272 21.1565 -25.4521
H 17.7751 20.5435 -24.9111
H 18.3108 22.1005 -25.7152
H 21.3679 23.4804 -22.8353
H 20.4271 22.6990 -21.4952
H 21.4321 21.2472 -23.9208
H 22.4827 21.3226 -22.4574
H 21.0341 20.5053 -22.3073
H 16.6343 22.7912 -20.3248
H 16.6257 24.5069 -20.2014
H 15.0830 22.6691 -22.2096
H 14.4285 23.5556 -20.8462
H 14.9005 24.3764 -22.1730
C 12.2432 24.9260 -18.8902
C 11.3061 24.6942 -20.0832
O 10.6637 25.9534 -20.4352
P 9.4583 25.9756 -21.5455
O 8.6640 24.6827 -21.6714
O 8.5366 27.2185 -20.9653
C 7.9649 27.0291 -19.7114
C 8.6744 27.8730 -18.6778
O 10.1314 26.5688 -22.9309
C 10.4508 27.8671 -23.1736
C 9.1466 28.6155 -23.6731
H 12.8523 25.7788 -19.1901
H 11.6767 25.1594 -17.9887
H 12.8992 24.0799 -18.6856
H 11.9394 24.2571 -20.8551
H 10.6399 23.8499 -19.9055
H 6.9356 27.3630 -19.8430
H 7.8570 26.0421 -19.2616
H 9.7379 27.6350 -18.6959
H 8.6083 28.9307 -18.9326
H 8.4673 27.7470 -17.6150
H 10.8345 28.3645 -22.2829
H 11.1425 27.9222 -24.0142
H 8.5744 28.0543 -24.4119
H 8.5561 28.7832 -22.7725
H 9.5217 29.5334 -24.1256
C 11.9751 33.1824 -30.3484
C 12.2816 31.7168 -30.1023
O 12.7808 31.6568 -28.7124
P 12.6411 30.2204 -28.0340
O 13.4652 29.1700 -28.6704
O 13.0623 30.4526 -26.4749
C 12.2375 31.0411 -25.5112
C 12.7486 32.5476 -25.4572
O 11.1130 29.7596 -27.9570
C 10.7575 28.3444 -27.9608
C 9.3133 28.1106 -27.4367
H 11.0115 33.5439 -29.9894
H 12.7778 33.7221 -29.8459
H 12.1512 33.2822 -31.4194
H 11.4332 31.0823 -30.3588
H 12.9730 31.3883 -30.8783
H 11.1690 31.0323 -25.7265
H 12.3803 30.4915 -24.5809
H 13.8354 32.5211 -25.3770
H 12.4296 33.0772 -26.3549
H 12.2739 32.9980 -24.5856
H 10.8800 27.8744 -28.9366
H 11.3931 27.7562 -27.2989
H 9.3209 27.2549 -26.7617
H 9.0960 29.0460 -26.9211
H 8.5653 27.7899 -28.1619
C 6.1529 21.7805 -32.1593
C 7.6300 21.4054 -32.2250
O 8.3608 22.6000 -32.5790
P 9.7209 22.9970 -31.8395
O 10.4080 24.1446 -32.5590
O 9.1538 23.1996 -30.3399
C 8.7279 24.4681 -29.8217
C 7.2645 24.6072 -30.1240
O 10.5637 21.6917 -31.7810
C 11.7807 21.7818 -31.0193
C 12.5498 20.5459 -31.5119
H 5.6405 21.1276 -32.8658
H 5.8439 21.5750 -31.1344
H 5.8940 22.8017 -32.4390
H 7.9126 20.7783 -31.3794
H 7.6116 20.9183 -33.1999
H 8.8382 24.3307 -28.7460
H 9.3954 25.2497 -30.1844
H 6.7161 23.6938 -29.8937
H 6.8988 25.5976 -29.8529
H 7.1676 24.8044 -31.1916
H 12.2706 22.7440 -31.1689
H 11.4745 21.5832 -29.9922
H 12.3168 19.5112 -31.2608
H 12.8829 20.6426 -32.5453
H 13.4836 20.5964 -30.9519
C 18.5461 25.2444 -24.8434
C 18.0627 26.6608 -24.4339
C 16.8359 26.6641 -23.5414
O 17.2166 27.5319 -22.4568
C 18.4631 27.7637 -22.5932
O 19.0864 28.5442 -21.8532
O 18.9842 27.0848 -23.5540
H 17.7948 24.5149 -25.1456
H 19.1591 24.7677 -24.0785
H 19.0785 25.1968 -25.7934
H 17.9914 27.2613 -25.3408
H 16.4811 25.7150 -23.1397
H 16.0520 27.0244 -24.2076

These are the Mulliken partial charges, in e, on atoms 1 to 8:
1 Pt 2.981
2 N -0.117
3 S 0.038
4 O -0.400
5 O -0.336
6 F -0.385
7 S 0.983
8 O -0.420

---

ORCA calculation (ωB97M-V with the def2-TZVPD basis set) on the molecule C10H10N2O3 at a distorted geometry.

Properties
E in hartree: -722.25053
Relative energy (zero: lowest compared OMol25 entry of this formula, charge and spin) in eV: 1.355
SMILES string: O=C1OCC/C1=N\Nc1ccccc1O
LUMO energy in eV: -0.349
Orbital gap in eV: 7.54

Cartesian coordinates (Å):
O -2.7158 -2.0958 2.3248
C -1.5170 -2.1301 2.3977
O -0.7966 -2.7775 3.3945
C 0.6176 -2.5882 3.2023
C 0.8220 -1.8444 1.8689
C -0.6086 -1.5093 1.4074
N -0.9022 -0.7283 0.3856
N 0.1562 -0.2786 -0.4011
C 0.0967 0.8314 -1.2278
C 1.2967 1.2435 -1.7810
C 1.3029 2.3173 -2.6482
C 0.1116 3.0133 -2.9507
C -1.0685 2.6473 -2.3933
C -1.0875 1.5615 -1.4977
O -2.2337 1.1660 -0.8560
H 1.1312 -3.5657 3.0948
H 1.0318 -2.0558 4.0393
H 1.3252 -2.4160 1.0632
H 1.3381 -0.8968 2.0885
H 1.0818 -0.6767 -0.2144
H 2.2056 0.7190 -1.5297
H 2.2361 2.6964 -3.1110
H 0.1386 3.8598 -3.6568
H -1.9811 3.1583 -2.6386
H -1.9814 0.3494 -0.3606

These are the natural (NBO) partial charges, in e, on atoms 1 to 8:
1 O -0.518
2 C 0.732
3 O -0.478
4 C -0.065
5 C -0.513
6 C 0.083
7 N -0.192
8 N -0.420

---

ORCA calculation (ωB97M-V with the def2-TZVPD basis set) on a structure of composition C40H42BiN6P2S2.

Properties
Net charge: +1
E in hartree: -3571.48676
Relative energy (zero: lowest compared OMol25 entry of this formula, charge and spin) in eV: 1.045
LUMO energy in eV: -3.608
Orbital gap in eV: 6.08

Cartesian coordinates (Å):
Bi -1.2223 -0.8402 -1.0671
C 1.5503 -3.0245 -1.7058
P 1.7109 -1.2037 -1.7024
C 2.4613 -0.7424 -3.2789
C 3.3804 -1.5504 -3.9439
C 3.8948 -1.1594 -5.1696
C 3.5031 0.0457 -5.7360
C 2.5920 0.8597 -5.0780
C 2.0684 0.4642 -3.8570
C 2.9352 -0.8108 -0.4238
C 2.7749 -1.3470 0.8559
C 3.6049 -0.9409 1.8903
C 4.5977 0.0044 1.6658
C 4.7732 0.5248 0.3904
C 3.9485 0.1190 -0.6503
C 0.6543 -3.4484 -0.5859
C 0.8159 -4.5043 0.2710
C -0.2917 -4.4956 1.1581
C -1.0833 -3.4377 0.8021
C -2.3890 -3.0114 1.3895
P -2.2708 -1.2323 1.8443
C -1.4139 -1.2538 3.4405
C -2.0510 -1.5783 4.6362
C -1.3290 -1.6296 5.8171
C 0.0337 -1.3612 5.8139
C 0.6741 -1.0343 4.6286
C -0.0495 -0.9757 3.4461
C -3.9620 -0.6902 2.2179
C -4.1208 0.5364 2.8680
C -5.3822 1.0531 3.1025
C -6.5077 0.3574 2.6772
C -6.3607 -0.8562 2.0269
C -5.0953 -1.3814 1.8013
N -0.5011 -2.7664 -0.2577
H 1.1328 -3.2770 -2.6869
H 2.5175 -3.5210 -1.6073
H 3.6928 -2.4930 -3.5124
H 4.5957 -1.7993 -5.6882
H 3.8974 0.3425 -6.6984
H 2.2698 1.7874 -5.5339
H 1.3276 1.0816 -3.3588
H 2.0094 -2.0911 1.0450
H 3.4828 -1.3772 2.8731
H 5.2498 0.3075 2.4745
H 5.5790 1.2226 0.1968
H 4.1041 0.5137 -1.6478
H 1.6278 -5.2130 0.2482
H -0.5029 -5.1978 1.9475
H -3.1967 -3.1412 0.6654
H -2.6153 -3.6255 2.2634
H -3.1141 -1.7862 4.6443
H -1.8283 -1.8824 6.7427
H 0.5942 -1.4051 6.7382
H 1.7353 -0.8207 4.6251
H 0.4452 -0.7104 2.5184
H -3.2472 1.0838 3.2063
H -5.4909 1.9981 3.6178
H -7.4944 0.7626 2.8549
H -7.2316 -1.4038 1.6938
H -5.0097 -2.3330 1.2950
S -3.5685 -1.7111 -1.8235
C -2.8575 -1.8163 -3.4147
S -1.1548 -1.4201 -3.5883
C -3.5977 -2.1751 -4.5004
C -4.9821 -2.4940 -4.3690
N -6.0984 -2.7481 -4.2636
C -3.0096 -2.2252 -5.7987
N -2.5338 -2.2678 -6.8446
N 3.0471 5.1002 -0.1769
C 1.8590 4.1486 -0.2480
C 0.6674 4.8813 -0.8361
C -0.5233 3.9189 -0.9536
N -0.2014 2.9157 -1.9758
C -0.8121 3.2605 0.3989
C 0.4016 2.6112 1.0688
N 0.7668 1.3752 0.4097
C 1.5692 3.6198 1.1418
H 3.2888 5.4635 -1.1008
H 3.8671 4.6253 0.2062
H 2.8366 5.8968 0.4287
H 2.1873 3.3479 -0.9132
H 0.9064 5.2962 -1.8198
H 0.3920 5.7158 -0.1831
H -1.4012 4.5134 -1.2326
H -0.1667 3.3507 -2.8929
H -0.9475 2.2289 -2.0343
H -1.5987 2.5115 0.2881
H -1.2116 4.0323 1.0625
H 0.1262 2.3621 2.0967
H 1.5261 0.8868 0.8690
H 0.9977 1.5115 -0.5677
H 2.4467 3.1183 1.5609
H 1.3058 4.4547 1.8021

These are the Mulliken partial charges, in e, on atoms 1 to 8:
1 Bi 1.411
2 C -0.391
3 P 0.629
4 C 0.000
5 C -0.267
6 C -0.789
7 C -0.560
8 C -0.569

---

> The highest E belongs to which entry?

H7O4